[1]
The following is a DFT calculation (ωB97M-V/def2-TZVPD) of an isolated molecule of C5H5FO2 at a distorted geometry.

```
13
C5H5FO2, DFT ωB97M-V/def2-TZVPD
F 1.978 1.794 0.917
C 1.286 0.660 0.411
C 1.156 0.363 -0.858
O 0.337 -0.457 -1.541
C -1.022 -0.430 -0.871
C -0.991 -0.518 0.485
O -1.038 0.579 1.404
C 0.195 -0.027 1.338
H 2.001 0.768 -1.622
H -1.308 -1.339 -1.474
H -1.625 0.615 -1.241
H -1.714 -1.297 0.832
H 0.744 -0.711 2.221
```

Values from the calculation:
structure (SMILES) = FC1=COC[C@@H]2O[C@H]12
highest occupied orbital energy = -9.376 eV
Kohn-Sham gap = 10.2 eV
energy = -12073.4707 eV
LUMO = 0.8 eV

Atomic partial charges in e from the natural (NBO) method, atoms 1 to 2: F -0.332; C 0.235

[2]
The following is a DFT calculation (ωB97M-V/def2-TZVPD) of a structure of composition C5H13P at a distorted geometry.

```
19
C5H13P, DFT ωB97M-V/def2-TZVPD
C 0.484 1.131 -1.044
C -1.639 0.647 0.336
C 0.455 1.198 1.593
C 1.673 -1.364 -0.316
C -0.097 0.527 0.295
P 0.111 -1.413 0.212
H 0.475 2.203 -0.886
H 1.473 0.846 -1.123
H -0.073 0.846 -1.990
H -1.945 1.694 0.304
H -2.058 0.302 1.291
H -2.051 0.096 -0.479
H 0.142 2.227 1.691
H -0.005 0.708 2.426
H 1.543 1.153 1.674
H 2.189 -2.151 -0.897
H 2.074 -0.439 -0.196
H -1.458 -4.310 -1.768
H -1.294 -3.902 -1.123
```

Values from the calculation:
highest occupied orbital energy = -9.148 eV
Kohn-Sham gap = 9.5 eV
energy = -14681.8321 eV
LUMO = 0.4 eV

Atomic partial charges in e from the natural (NBO) method, atoms 1 to 2: C -0.614; C -0.631

[3]
The following is a DFT calculation (ωB97M-V/def2-TZVPD) of the ion ClH2O3P2 with charge -1 at a distorted geometry.

```
8
ClH2O3P2, DFT ωB97M-V/def2-TZVPD
O 0.054 -1.267 1.593
P 0.307 -0.597 0.291
P 2.339 -0.415 -0.507
O 3.102 -1.604 -0.517
O 2.361 0.574 -1.613
Cl 2.864 0.580 1.312
H -0.063 0.615 0.184
H -0.604 -1.043 -0.625
```

Values from the calculation:
structure (SMILES) = O=[PH2][P@@](=O)([O-])Cl
net charge = -1
highest occupied orbital energy = -5.684 eV
Kohn-Sham gap = 9.6 eV
energy = -37279.2657 eV
LUMO = 3.9 eV

Atomic partial charges in e from the natural (NBO) method, atoms 1 to 2: O -1.109; P 1.170

[4]
The following is a DFT calculation (ωB97M-V/def2-TZVPD) of a structure of composition C29H25Cl3N7SScSi.

```
67
C29H25Cl3N7SScSi, DFT ωB97M-V/def2-TZVPD
Sc 0.139 -0.106 0.137
N -1.158 -1.974 0.547
C -0.348 -2.986 1.218
C -0.951 -4.116 1.759
C -0.172 -5.049 2.427
C 1.190 -4.844 2.548
C 1.821 -3.709 2.009
C 3.210 -3.467 2.123
C 3.732 -2.305 1.547
C 2.912 -1.420 0.900
N 1.556 -1.590 0.773
C 1.026 -2.749 1.312
H -1.555 -2.359 -0.306
H -1.938 -1.728 1.151
H -2.022 -4.248 1.655
H -0.627 -5.933 2.855
H 1.800 -5.568 3.075
H 3.841 -4.172 2.646
H 4.790 -2.087 1.602
H 3.308 -0.520 0.450
S -0.451 4.441 1.034
C -0.855 4.280 -0.647
C -1.096 5.268 -1.595
C -1.393 4.873 -2.885
C -1.443 3.519 -3.232
C -1.206 2.535 -2.294
C -0.917 2.923 -0.984
N -0.668 2.065 0.079
C -0.391 2.715 1.178
C -0.057 1.985 2.405
C 0.341 2.682 3.548
C 0.616 1.958 4.694
C 0.511 0.569 4.669
C 0.163 -0.097 3.499
C -0.145 0.587 2.314
H -1.053 6.318 -1.339
H -1.585 5.624 -3.639
H -1.669 3.242 -4.253
H -1.220 1.483 -2.548
H 0.445 3.761 3.549
H 0.921 2.464 5.600
H 0.729 0.005 5.568
H 0.150 -1.183 3.511
N 3.100 0.893 -2.740
C 3.648 1.776 -1.815
C 2.835 1.757 -0.733
N 1.781 0.893 -0.938
C 1.941 0.393 -2.193
C 0.955 -0.432 -2.727
N -0.191 -0.686 -2.008
C -0.925 -1.552 -2.796
C -0.284 -1.826 -3.953
N 0.907 -1.101 -3.934
H 3.407 0.776 -3.687
H 4.558 2.314 -2.005
H 2.954 2.292 0.195
H -1.895 -1.918 -2.498
H -0.566 -2.443 -4.786
H 1.704 -1.310 -4.506
Cl -4.633 -0.251 -3.341
Si -4.820 -0.531 -1.326
Cl -4.518 -2.531 -0.959
Cl -6.730 -0.080 -0.765
C -3.573 0.473 -0.410
H -3.731 1.537 -0.582
H -2.591 0.208 -0.812
H -3.611 0.263 0.659
```

Values from the calculation:
highest occupied orbital energy (alpha / beta) = -5.017 / -4.626 eV
Kohn-Sham gap (alpha / beta) = 5.0 / 4.6 eV
energy = -117897.9332 eV
LUMO (alpha / beta) = 0.0 / 0.0 eV

Atomic partial charges in e from the natural (NBO) method, atoms 1 to 2: Sc 1.842; N -0.890

[5]
The following is a DFT calculation (ωB97M-V/def2-TZVPD) of an isolated molecule of C7H9NO at a distorted geometry.

```
18
C7H9NO, DFT ωB97M-V/def2-TZVPD
C -1.667 -1.790 1.767
C -1.859 -0.565 0.752
C -0.584 -0.205 0.111
C -0.065 1.091 -0.297
C 1.221 0.881 -0.941
C 2.331 1.510 -1.433
O 2.618 2.885 -1.436
C 1.248 -0.626 -1.008
N 0.233 -1.202 -0.388
H -2.526 -1.737 2.483
H -0.771 -1.750 2.444
H -1.690 -2.707 1.275
H -2.547 -0.969 0.008
H -2.323 0.254 1.351
H -0.668 2.024 -0.112
H 3.179 0.855 -1.899
H 1.827 3.398 -1.277
H 2.041 -1.348 -1.401
```

Values from the calculation:
structure (SMILES) = CCC1=C/C(=C\O)C=N1
highest occupied orbital energy = -8.220 eV
Kohn-Sham gap = 8.0 eV
energy = -10940.2758 eV
LUMO = -0.2 eV

Atomic partial charges in e from the natural (NBO) method, atoms 1 to 2: C -0.588; C -0.448

[6]
The following is a DFT calculation (ωB97M-V/def2-TZVPD) of a structure of composition C15H35AgN6O8 at a distorted geometry.

```
65
C15H35AgN6O8, DFT ωB97M-V/def2-TZVPD
Ag -0.942 0.695 0.487
N -3.190 1.689 4.832
O -3.908 2.006 5.778
O -2.200 1.018 4.964
O -3.665 1.797 3.700
C 2.798 -1.778 -4.449
C 2.777 -2.713 -3.280
O 2.429 -2.316 -2.191
N 3.154 -3.972 -3.558
C 3.142 -5.095 -2.600
H 2.961 -2.336 -5.372
H 3.549 -1.005 -4.612
H 1.796 -1.358 -4.535
H 3.424 -4.155 -4.515
H 3.970 -5.780 -2.784
H 2.243 -5.685 -2.781
H 3.026 -4.870 -1.540
C -1.019 -5.074 4.617
C 0.488 -4.951 4.539
O 1.232 -5.940 4.564
N 0.965 -3.753 4.402
C 2.358 -3.490 4.115
H -1.360 -4.404 3.828
H -1.350 -4.666 5.572
H -1.457 -6.024 4.311
H 0.417 -2.904 4.404
H 2.892 -4.393 3.820
H 2.758 -3.071 5.038
H 2.381 -2.725 3.339
C 4.834 3.583 1.856
C 3.886 3.466 2.922
O 2.698 3.282 2.739
N 4.493 3.498 4.111
C 3.796 3.435 5.396
H 5.865 3.328 2.100
H 4.686 4.479 1.252
H 4.465 2.870 1.119
H 5.462 3.760 4.226
H 3.014 4.194 5.389
H 4.448 3.768 6.204
H 3.558 2.406 5.665
C 0.522 5.938 -4.167
C -0.840 5.857 -3.522
O -1.128 5.065 -2.601
N -1.796 6.686 -4.016
C -3.092 6.969 -3.525
H 0.758 5.061 -4.771
H 1.308 6.071 -3.424
H 0.631 6.866 -4.729
H -1.583 7.063 -4.928
H -3.066 7.956 -3.061
H -3.450 6.392 -2.672
H -3.883 6.951 -4.274
C -4.204 -4.143 -2.756
C -4.785 -3.090 -1.988
O -4.165 -2.674 -1.015
N -5.996 -2.607 -2.434
C -6.767 -1.506 -1.843
H -4.839 -5.029 -2.759
H -3.216 -4.455 -2.418
H -4.061 -3.610 -3.696
H -6.361 -2.974 -3.302
H -6.427 -1.225 -0.846
H -7.831 -1.743 -1.851
H -6.602 -0.634 -2.475
```

Values from the calculation:
highest occupied orbital energy = -6.558 eV
Kohn-Sham gap = 3.1 eV
energy = -45434.7698 eV
LUMO = -3.4 eV

Atomic partial charges in e from the natural (NBO) method, atoms 1 to 2: Ag 0.913; N 0.715

[7]
The following is a DFT calculation (ωB97M-V/def2-TZVPD) of a cluster of 9 separate species, C81H171N9O9 in total at a distorted geometry.

```
270
C81H171N9O9, DFT ωB97M-V/def2-TZVPD
C -2.132 -5.012 3.767
C -0.607 -4.978 3.964
C 0.091 -5.976 3.029
C -0.095 -3.600 3.492
C 1.170 -3.144 4.207
C 1.166 -3.307 5.725
C 0.835 -4.769 6.106
C 2.038 -5.713 5.932
C 0.456 -4.697 7.616
N -0.352 -5.204 5.386
O -0.740 -6.503 5.767
H -2.455 -4.402 2.926
H -2.477 -6.032 3.579
H -2.580 -4.689 4.707
H 0.062 -7.004 3.409
H -0.419 -6.001 2.064
H 1.162 -5.829 2.873
H 0.141 -3.518 2.433
H -0.871 -2.873 3.761
H 2.040 -3.730 3.883
H 1.395 -2.107 3.945
H 0.322 -2.699 6.071
H 2.089 -2.914 6.143
H 1.790 -6.748 5.704
H 2.713 -5.774 6.790
H 2.668 -5.289 5.145
H 1.196 -4.106 8.157
H 0.438 -5.688 8.069
H -0.515 -4.212 7.730
H -1.597 -6.370 6.188
C -3.470 1.668 -7.945
C -3.069 3.174 -8.017
C -3.836 3.910 -9.136
C -3.547 3.743 -6.646
C -2.704 3.211 -5.494
C -1.225 3.555 -5.695
C -0.650 3.121 -7.053
C 0.585 3.962 -7.328
C -0.230 1.644 -6.876
N -1.620 3.382 -8.130
O -1.174 2.953 -9.403
H -3.239 1.174 -8.891
H -2.804 1.222 -7.211
H -4.496 1.499 -7.626
H -3.425 3.670 -10.119
H -4.854 3.525 -9.212
H -3.813 4.993 -9.023
H -3.260 4.803 -6.689
H -4.630 3.673 -6.596
H -2.954 3.756 -4.581
H -2.941 2.154 -5.360
H -0.664 3.142 -4.857
H -1.123 4.642 -5.615
H 0.357 4.986 -7.625
H 1.256 3.501 -8.054
H 1.124 4.042 -6.379
H -0.094 1.180 -7.860
H -0.984 1.048 -6.362
H 0.743 1.500 -6.404
H -0.898 3.782 -9.810
C -1.674 1.219 6.601
C -2.893 0.695 5.807
C -2.343 -0.066 4.609
C -3.706 -0.369 6.581
C -4.690 0.222 7.598
C -5.564 1.262 6.908
C -4.808 2.386 6.218
C -5.894 3.142 5.438
C -4.263 3.319 7.324
N -3.763 1.803 5.398
O -3.088 2.755 4.599
H -1.015 0.441 7.005
H -0.957 1.689 5.921
H -1.928 1.884 7.423
H -1.746 0.551 3.930
H -1.614 -0.806 4.941
H -3.223 -0.421 4.068
H -4.168 -1.161 5.987
H -2.991 -0.961 7.164
H -5.227 -0.531 8.173
H -4.107 0.771 8.346
H -6.333 1.591 7.608
H -6.073 0.747 6.086
H -5.423 3.785 4.684
H -6.478 3.905 5.959
H -6.651 2.517 4.960
H -4.830 4.243 7.437
H -3.246 3.684 7.150
H -4.169 2.810 8.284
H -3.486 2.524 3.751
C 2.244 -2.546 -3.643
C 3.787 -2.525 -3.663
C 4.197 -1.314 -4.515
C 4.278 -2.313 -2.214
C 5.775 -2.425 -2.037
C 6.263 -3.779 -2.573
C 5.827 -4.035 -3.995
C 6.723 -3.325 -5.036
C 5.968 -5.548 -4.290
N 4.365 -3.771 -4.172
O 3.975 -4.007 -5.513
H 1.912 -3.146 -2.790
H 1.930 -1.537 -3.378
H 1.890 -2.915 -4.601
H 4.234 -1.533 -5.586
H 3.550 -0.439 -4.421
H 5.205 -0.947 -4.301
H 3.968 -1.308 -1.918
H 3.788 -3.116 -1.658
H 6.354 -1.571 -2.393
H 6.101 -2.440 -0.990
H 5.947 -4.573 -1.889
H 7.349 -3.848 -2.468
H 7.771 -3.619 -4.981
H 6.727 -2.237 -4.983
H 6.312 -3.652 -5.992
H 5.808 -5.855 -5.328
H 5.335 -6.186 -3.673
H 7.006 -5.882 -4.184
H 3.696 -4.928 -5.461
C 3.167 1.423 5.186
C 2.883 2.922 4.982
C 4.163 3.548 4.436
C 1.682 3.001 4.054
C 1.202 4.439 3.861
C 0.851 5.015 5.216
C 1.925 4.837 6.288
C 2.972 5.956 6.065
C 1.285 5.044 7.672
N 2.512 3.468 6.331
O 3.469 3.299 7.322
H 3.976 1.294 5.917
H 2.312 0.896 5.608
H 3.640 0.954 4.322
H 4.858 3.724 5.261
H 4.704 2.817 3.831
H 3.979 4.469 3.892
H 1.811 2.642 3.029
H 0.839 2.431 4.454
H 1.918 5.011 3.262
H 0.316 4.437 3.219
H -0.061 4.494 5.541
H 0.472 6.039 5.216
H 2.508 6.934 6.225
H 3.335 5.965 5.042
H 3.792 5.920 6.784
H 2.013 5.153 8.473
H 0.656 4.167 7.859
H 0.544 5.843 7.752
H 3.041 2.717 7.958
C 2.352 1.650 -1.292
C 0.864 1.212 -1.260
C 0.378 1.097 -2.701
C 0.900 -0.184 -0.649
C -0.397 -0.745 -0.119
C -1.150 0.323 0.702
C -1.236 1.754 0.130
C -2.420 1.641 -0.889
C -1.523 2.764 1.225
N 0.031 2.096 -0.482
O -0.028 3.402 -1.034
H 2.636 2.551 -1.847
H 2.784 1.719 -0.291
H 2.972 0.924 -1.831
H 0.032 2.046 -3.110
H 1.096 0.664 -3.402
H -0.476 0.416 -2.742
H 1.428 -0.880 -1.311
H 1.615 -0.263 0.182
H -1.055 -1.087 -0.923
H -0.201 -1.594 0.536
H -0.785 0.322 1.734
H -2.144 -0.127 0.777
H -2.620 2.580 -1.409
H -3.307 1.340 -0.326
H -2.341 0.868 -1.656
H -2.456 2.531 1.745
H -1.651 3.771 0.832
H -0.729 2.747 1.973
H 0.662 3.877 -0.557
C -7.636 0.923 1.877
C -7.201 -0.538 2.164
C -6.977 -0.591 3.673
C -8.414 -1.377 1.777
C -8.118 -2.861 1.866
C -6.940 -3.248 1.011
C -5.696 -2.344 1.140
C -4.843 -2.811 2.327
C -4.891 -2.502 -0.155
N -6.073 -0.932 1.330
O -4.890 -0.151 1.413
H -7.594 1.306 0.854
H -8.574 1.199 2.351
H -6.858 1.545 2.342
H -7.883 -0.294 4.209
H -6.788 -1.560 4.143
H -6.127 0.018 3.989
H -9.363 -1.154 2.271
H -8.739 -1.146 0.753
H -7.921 -3.186 2.895
H -8.989 -3.455 1.574
H -7.268 -3.257 -0.033
H -6.639 -4.273 1.240
H -3.990 -2.146 2.455
H -4.516 -3.850 2.228
H -5.443 -2.908 3.233
H -4.628 -3.557 -0.217
H -3.974 -1.906 -0.175
H -5.426 -2.105 -1.020
H -5.068 0.454 0.683
C 8.523 2.259 -2.206
C 7.072 2.026 -1.771
C 6.280 1.674 -3.048
C 6.979 0.825 -0.835
C 7.445 1.173 0.593
C 6.722 2.397 1.128
C 6.860 3.639 0.219
C 5.771 4.622 0.698
C 8.244 4.301 0.368
N 6.506 3.250 -1.157
O 6.628 4.351 -2.043
H 8.861 1.411 -2.810
H 8.495 3.079 -2.927
H 9.273 2.453 -1.449
H 6.399 2.363 -3.887
H 6.635 0.693 -3.359
H 5.207 1.709 -2.838
H 5.943 0.466 -0.830
H 7.544 -0.077 -1.077
H 7.226 0.342 1.269
H 8.535 1.250 0.596
H 7.037 2.606 2.151
H 5.675 2.087 1.190
H 5.704 5.539 0.104
H 6.015 5.014 1.688
H 4.771 4.190 0.677
H 8.275 5.189 -0.260
H 9.066 3.638 0.099
H 8.496 4.494 1.413
H 5.721 4.430 -2.355
C -2.443 -1.517 -3.789
C -2.644 -2.467 -4.984
C -3.545 -3.642 -4.558
C -3.299 -1.659 -6.127
C -3.296 -2.332 -7.485
C -1.849 -2.678 -7.855
C -1.020 -3.472 -6.801
C -1.351 -4.954 -6.902
C 0.438 -3.148 -7.107
N -1.322 -2.948 -5.439
O -0.642 -3.672 -4.437
H -1.749 -0.742 -4.113
H -3.409 -1.129 -3.468
H -2.022 -2.103 -2.970
H -3.210 -4.238 -3.714
H -4.557 -3.287 -4.321
H -3.802 -4.289 -5.401
H -4.336 -1.505 -5.826
H -2.652 -0.782 -6.219
H -3.792 -3.302 -7.355
H -3.863 -1.763 -8.219
H -1.375 -1.784 -8.271
H -1.842 -3.322 -8.741
H -2.322 -5.208 -6.481
H -0.672 -5.527 -6.264
H -1.269 -5.266 -7.943
H 0.605 -2.075 -7.064
H 0.644 -3.420 -8.148
H 1.077 -3.786 -6.495
H -0.144 -2.977 -3.993
```

Values from the calculation:
structure (SMILES) = CC1(C)CCCC(C)(C)N1O.CC1(C)CCCC(C)(C)N1O.CC1(C)CCCC(C)(C)N1O.CC1(C)CCCC(C)(C)N1O.CC1(C)CCCC(C)(C)N1O.CC1(C)CCCC(C)(C)N1O.CC1(C)CCCC(C)(C)N1O.CC1(C)CCCC(C)(C)N1O.CC1(C)CCCC(C)(C)N1O
highest occupied orbital energy = -7.985 eV
Kohn-Sham gap = 8.3 eV
energy = -118597.0762 eV
LUMO = 0.4 eV

Atomic partial charges in e from the Mulliken method, atoms 1 to 2: C -2.027; C 2.323